No. 1
Entry from the OMol25 dataset: a 5-piece molecular cluster, CH13N3O4 overall at a distorted geometry (ωB97M-V/def2-TZVPD).

XYZ file:
```
21
Properties=species:S:1:pos:R:3:forces:R:3
N -2.9240 0.8792 0.9384 1.15 -0.20 1.04
C -1.5650 0.4087 1.2330 -3.19 0.64 -0.78
N -1.4094 0.3139 2.5929 1.42 -0.37 -0.43
N -0.7307 0.0721 0.3572 1.32 -0.65 0.51
H -2.9578 1.6329 0.2663 -0.20 -0.44 -0.50
H -3.5671 0.1055 0.8825 -0.21 0.23 -0.60
H -0.5069 0.6431 2.9109 -0.17 -0.33 0.43
H -2.2307 0.4774 3.1426 0.10 0.55 0.00
H -0.9602 0.1297 -0.6252 -0.56 0.52 0.13
H 0.6365 -0.7678 0.6822 0.94 0.73 0.37
H 1.8960 -0.9224 1.7271 -0.47 -0.06 -0.50
O 1.6423 -0.9753 0.7902 -0.24 0.12 0.68
H 2.8311 -2.7835 -1.0452 -0.21 0.40 0.25
H 1.5705 -2.2856 -0.2350 0.97 -0.56 -0.69
O 1.8741 -2.8607 -0.9827 -1.00 -0.80 0.02
H 3.3646 -0.6715 -0.4867 -0.43 0.04 0.33
H 3.2055 -0.7950 -1.9915 0.30 -0.24 0.54
O 3.7890 -1.0587 -1.2549 0.51 0.54 -0.93
H -1.8749 2.6317 -3.5015 -0.10 0.10 -0.29
H -0.6852 3.2468 -2.7347 -0.27 -0.23 0.00
O -1.3975 2.5796 -2.6661 0.35 0.00 0.45
```
Positions in Å, forces in eV/Å.

The LUMO energy (alpha / beta) comes out at 3.29 / 3.39 eV. The value obtained for the energy is -13907.299 eV. As for the total charge: -1. The calculation puts the HOMO energy (alpha / beta) at 0.80 / -6.57 eV. The HOMO-LUMO gap (alpha / beta) is 2.5 / 10.0 eV. The spin multiplicity is 2.

No. 2
Entry from the OMol25 dataset: C4H9NO as an isolated structure at a distorted geometry (ωB97M-V/def2-TZVPD).

XYZ file:
```
15
Properties=species:S:1:pos:R:3:forces:R:3
N -1.3106 0.9221 -0.8061 0.09 0.02 1.82
C -0.2744 -0.0491 -0.4747 -2.28 1.86 0.23
C -0.6696 -1.2921 -0.0496 1.10 1.12 -0.15
C 1.1446 0.0853 -1.7730 0.90 -1.57 0.86
C 1.1083 0.4967 -0.4149 -0.59 -0.85 -1.50
H -1.1196 1.6890 -0.1457 0.15 0.15 -0.82
H -2.2003 0.6087 -0.4112 -0.11 -0.36 -0.73
H 0.0467 -2.0906 0.0986 -0.13 0.05 0.00
H -1.6997 -1.3691 0.2945 0.17 -0.47 -0.23
H 0.4588 0.3631 -2.5734 -0.81 -0.24 0.51
H 1.6874 -0.8408 -1.9717 1.13 0.68 -0.88
H 1.3598 1.4165 0.0817 0.28 -0.42 0.71
H 0.1083 -0.2911 1.8175 0.03 0.02 0.24
H 1.1178 -0.2712 2.9387 -0.22 0.07 0.06
O 0.1736 -0.1427 2.7733 0.28 -0.05 -0.13
```
Positions in Å, forces in eV/Å.

The LUMO energy comes out at -0.91 eV. The value obtained for the energy is -7825.848 eV. As for the total charge: 0. The calculation puts the HOMO energy at -7.41 eV. The HOMO-LUMO gap is 6.5 eV.

Among the records above, which one has the highest total charge?
C4H9NO